# 1
This record from the OMol25 dataset describes 2 unconnected molecules or ions with the total composition C2H4INS2 at a distorted geometry. The level of theory is ωB97M-V with the def2-TZVPD basis set.

Each line ends with the Mulliken charge.
Geometry (Å):
S -0.8698 -1.5856 0.2408  0.251
C 1.1154 -0.7743 2.7977  -0.082
H 1.0861 0.0165 0.0137  0.310
N -1.4454 -0.8547 1.3953  -0.427
S 0.7242 -1.2610 4.1985  -0.018
C 0.3150 -0.4935 -0.7728  -0.944
H 0.8961 -1.0190 -1.4045  0.443
H -1.3260 0.1154 1.6104  0.283
H -0.3268 0.3592 -1.1288  0.315
I 1.1122 -3.0594 0.9218  -0.131

Results
- total energy (Eh) = -1227.2738
- orbital gap (eV) = 7.998
- spin multiplicity = 1
- HOMO (eV) = -8.7

# 2
This record from the OMol25 dataset describes a molecular structure, C10H5BeClF8MgN4O7S4 at a distorted geometry. The level of theory is ωB97M-V with the def2-TZVPD basis set.

Each line ends with the Mulliken charge.
Geometry (Å):
H 2.9693 -0.0391 3.4258  0.260
C 0.3778 -1.3388 -3.4585  0.042
O -0.6103 3.4411 1.9809  -0.592
F 0.3353 3.8338 4.8000  -0.209
S -2.7926 1.2945 2.9710  1.049
C -1.6167 -1.3031 -1.1299  -0.783
C -2.1202 -1.3557 -2.5513  0.480
S -3.3364 -1.4605 -4.6677  0.347
H 1.8113 -0.0997 -5.3075  0.088
O 2.6638 0.0612 4.3343  -0.514
Mg 0.7322 1.4869 -3.5183  1.102
C 3.0877 -0.2826 -2.2134  0.601
F -3.2411 0.0285 5.2424  -0.217
N -1.6844 -1.3838 -4.9968  -0.498
N -1.5272 1.8451 3.7657  -0.245
C 0.8303 2.8315 4.0564  0.607
O 4.1467 -0.4238 -2.6991  -0.260
O 2.8569 -3.3911 -0.8867  -0.317
F -5.0204 0.4148 4.0856  -0.196
C -0.1402 -1.2714 -0.9036  -0.535
Be 0.0083 1.0120 -6.9677  0.527
H 2.9688 -0.7422 4.7735  0.280
F 3.4259 -3.1216 -2.9985  -0.001
C -3.8296 0.9200 4.4276  0.632
C 0.8914 -1.2957 -2.0373  -0.152
O -3.5445 2.2701 2.2254  -0.576
S 1.4803 -1.4062 -4.9328  0.207
F 2.5445 1.0581 -2.3226  -0.322
H 0.2149 -1.2383 0.1614  0.490
F 1.1486 1.8516 4.9091  -0.210
H -2.3257 -1.3236 -0.2584  0.523
N -3.4402 -1.4247 -3.0011  -0.486
F 1.9783 3.2746 3.5212  -0.208
N 2.3040 -1.3185 -1.6076  0.277
C 2.8908 -2.6528 -1.8032  0.361
C -1.1183 -1.3577 -3.7235  0.723
O -2.6154 0.0248 2.3006  -0.561
Cl 3.4102 -2.8924 -5.0501  0.009
O 0.3093 1.1870 2.0986  -0.530
S -0.3611 2.2733 2.7894  1.014
F -4.0621 2.0147 5.1664  -0.209

Results
- total energy (Eh) = -4195.2892
- orbital gap (eV) = 1.710
- spin multiplicity = 1
- net charge = +2
- HOMO (eV) = -13.4

# 3
This record from the OMol25 dataset describes a single C2H6N2 molecule at a distorted geometry. The level of theory is ωB97M-V with the def2-TZVPD basis set.

Each line ends with the Mulliken charge.
Geometry (Å):
H 1.4271 1.0863 0.5151  0.313
C 0.4284 1.2980 0.2407  -0.783
C 0.0941 -1.0882 -0.2668  0.234
H 0.4554 2.2615 -0.1977  0.296
N -0.7069 -2.0894 -0.4935  -0.735
H 1.1687 -1.3294 0.2214  0.195
H -1.1144 0.2385 -0.8245  0.295
H -1.5169 -1.9444 0.0160  0.187
H -0.1570 1.3956 1.2636  0.260
N -0.0786 0.1714 -0.4741  -0.262

Results
- total energy (Eh) = -189.2332
- orbital gap (eV) = 9.183
- spin multiplicity = 1
- SMILES = [H]/N=C\NC
- HOMO (eV) = -8.3